## 1
Molecular formula: C2H4N2OS
Method: DFT, the ωB97M-V functional and the def2-TZVPD basis

The geometry in ORCA input format:
```
! RIJCOSX wB97M-V def2-TZVPD def2/J DEFGRID3
* xyz 0 1
C -1.7761 -2.8203 0.6587
C 0.3459 -0.1903 -0.8494
N -1.8783 -1.7846 1.1199
N 1.0533 1.5948 1.1847
O 0.0332 2.5662 -0.8686
S -0.0507 1.4864 0.0640
H 0.8504 -0.0094 -1.8805
H 0.8778 -0.6888 -0.1116
H -0.5412 -0.8305 -0.9532
H 1.0857 0.6764 1.6360
*
```

Calculated values
- HOMO (spin up / spin down) (eV) = -10.07 / -8.90
- orbital gap (spin up / spin down) (eV) = 8.5 / 3.9

## 2
Molecular formula: C2H4N2OS
Method: DFT, the ωB97M-V functional and the def2-TZVPD basis

The geometry in ORCA input format:
```
! RIJCOSX wB97M-V def2-TZVPD def2/J DEFGRID3
* xyz 0 1
C 1.4300 -0.8313 0.3679
C -0.4967 -0.1588 -0.1991
N 0.3110 -1.2664 -0.0332
N 0.2218 1.0174 0.3043
O 1.5904 0.5253 0.4310
S -2.2289 -0.0365 0.2674
H 2.2892 -1.3441 0.3881
H -0.6287 -0.2431 -1.8322
H 0.4005 1.7959 -0.3030
H -1.8499 0.6395 1.3946
*
```

Calculated values
- HOMO (eV) = -8.79
- orbital gap (eV) = 9.2

Short version: 2 is the most stable of them.